A) 30
Properties=species:S:1:pos:R:3:nbo_charge:R:1 method="wB97M-V/def2-TZVPD" lumo_energy_ev=-0.07 gap_ev=10.31 smiles=O.O.O.O.O.O.O.O.O.O
O 1.97328 -2.60379 -1.23042 -0.935
H 2.82181 -2.71979 -0.83682 0.478
H 2.24725 -1.85483 -1.65811 0.481
O -0.95400 -1.84630 2.29478 -0.951
H -1.04989 -1.11513 2.89809 0.463
H -0.11975 -1.63789 1.86266 0.484
O 0.11781 0.94281 -2.59594 -0.974
H -0.84155 1.05718 -2.55497 0.460
H 0.30594 0.33862 -1.85516 0.497
O 1.96994 -1.89236 1.85416 -0.927
H 1.96776 -2.46466 1.10281 0.461
H 2.60419 -2.32297 2.37320 0.470
O 0.89971 2.85049 -0.54527 -0.984
H 0.42742 3.69344 -0.69657 0.483
H 0.60049 2.23877 -1.23084 0.491
O 0.91394 1.33213 1.88885 -0.973
H 0.69932 1.95886 1.23101 0.481
H 0.92492 0.56200 1.33549 0.475
O -0.60064 -2.82616 -0.43729 -0.934
H 0.25848 -2.90176 -0.90817 0.502
H -1.23813 -2.44400 -1.01844 0.474
O -2.19569 3.47113 -0.79529 -0.964
H -2.23091 3.54375 -1.76786 0.459
H -2.21304 2.54019 -0.62763 0.480
O -2.00922 1.28412 0.47723 -0.950
H -2.68985 0.64299 0.60488 0.488
H -1.90419 1.70694 1.31482 0.507
O 0.10573 -0.31427 -0.27941 -1.022
H -0.09753 -1.29201 -0.25522 0.486
H -0.69363 0.07250 0.05544 0.495

***

B) 30
Properties=species:S:1:pos:R:3:nbo_charge:R:1 method="wB97M-V/def2-TZVPD" lumo_energy_ev=-0.52 gap_ev=9.62 smiles=O.O.O.O.O.O.O.O.O.O
H -0.10687 0.16304 -0.71397 0.455
H -0.62325 1.24849 0.21618 0.472
H 0.32301 -3.64169 -0.48286 0.471
H 0.18101 -2.94764 -1.82755 0.449
H -0.17743 -1.99101 1.00495 0.463
H -0.13382 -3.25433 1.84883 0.457
H 2.28374 0.48712 3.73472 0.463
H 1.25030 -0.51778 4.21662 0.462
H 2.85629 -1.80930 -0.74860 0.474
H 2.99844 -2.26719 -2.19088 0.456
H -3.57890 -2.37871 -1.00987 0.461
H -4.05816 -2.24589 -2.44608 0.470
H -3.37201 1.62847 0.10837 0.468
H -4.35002 2.68130 -0.38668 0.452
H 4.75079 3.17523 -0.84537 0.462
H 4.06421 2.62216 0.39268 0.471
H -3.83039 1.47427 1.80990 0.472
H -2.45473 0.92987 2.15807 0.461
H 0.63561 3.25874 -2.89530 0.463
H 1.93271 3.50676 -2.14291 0.467
O 0.19057 0.82585 -0.08057 -0.927
O 0.83899 -3.21386 -1.17549 -0.924
O 0.42563 -2.54464 1.51367 -0.917
O 1.92332 -0.38522 3.53952 -0.925
O 3.28383 -2.47849 -1.29484 -0.929
O -4.37567 -2.41145 -1.55123 -0.931
O -3.45944 2.57788 -0.03292 -0.931
O 4.49675 2.34673 -0.42343 -0.933
O -2.89103 1.67408 1.72820 -0.921
O 0.97653 3.48721 -2.02319 -0.930

***

A) has the most favorable energy; the next structure is 239.5 kJ/mol above.